# 1
Computed, not measured: a single C4H3N3 molecule, with the ωB97M-V functional and the def2-TZVPD basis.

Structure (XYZ):
```
10
Properties=species:S:1:pos:R:3
C -2.177 -0.828 -0.166
C -1.417 1.435 0.026
C 0.332 -0.219 -0.221
C -1.188 0.051 0.520
N -3.062 -1.444 -0.525
N -1.392 2.496 -0.380
N 1.140 0.368 -1.028
H -1.348 -0.091 1.558
H 0.764 -1.240 0.034
H 0.880 1.253 -1.378
```

## Properties
charge	0
SMILES string	[H]/N=C\C(C#N)C#N
molecular weight	93.09	g mol⁻¹
E	-8664.144	eV

How is the electron density shared among the atoms? According to Mulliken, the charges in e are:
1 C 0.05
2 C 0.07
3 C -0.14
4 C 0.33
5 N -0.34
6 N -0.39
7 N -0.54
8 H 0.34
9 H 0.33
10 H 0.28

# 2
Computed, not measured: a single C3H5NO molecule, with the ωB97M-V functional and the def2-TZVPD basis.

Structure (XYZ):
```
10
Properties=species:S:1:pos:R:3
C -0.471 -0.740 0.409
C 0.452 0.233 0.844
C 0.815 1.164 -0.061
H -0.745 -0.006 -1.414
H -1.314 -1.621 -0.952
H -0.974 -1.640 1.054
H 0.868 0.260 1.899
H 1.486 1.975 0.406
N -0.733 -0.728 -0.817
O 0.616 1.103 -1.369
```

## Properties
charge	0
SMILES string	N/C=C\C=O
molecular weight	71.08	g mol⁻¹
E	-6727.200	eV

How is the electron density shared among the atoms? According to Mulliken, the charges in e are:
1 C 0.12
2 C -0.58
3 C 0.16
4 H 0.24
5 H 0.25
6 H 0.23
7 H 0.26
8 H 0.25
9 N -0.20
10 O -0.73

# 3
Computed, not measured: a molecular structure, C35H36As2BrHfN3O10SeTe, with the ωB97M-V functional and the def2-TZVPD basis.

Structure (XYZ):
```
90
Properties=species:S:1:pos:R:3
Hf 0.463 -0.348 -0.499
O 0.460 1.448 -5.883
C 0.324 2.600 -5.145
C 0.181 3.847 -5.733
C -0.002 4.962 -4.928
C -0.052 4.830 -3.548
C 0.099 3.577 -2.973
C 0.300 2.458 -3.763
C 0.487 1.084 -3.174
O 0.719 1.097 -1.820
N -0.761 0.311 -3.349
N -0.926 -0.704 -2.451
C -1.603 -1.723 -2.831
C -2.040 -2.833 -1.979
Br -2.837 -2.362 -0.328
C -1.921 -4.084 -2.426
C -2.268 -5.365 -1.797
C -1.374 -6.425 -1.954
C -1.625 -7.653 -1.368
C -2.789 -7.847 -0.637
C -3.701 -6.809 -0.505
C -3.444 -5.574 -1.079
H 0.595 1.675 -6.808
H 0.208 3.943 -6.812
H -0.111 5.936 -5.387
H -0.200 5.700 -2.924
H 0.079 3.456 -1.898
H 1.317 0.589 -3.692
H -0.975 0.058 -4.309
H -1.905 -1.785 -3.877
H -1.425 -4.172 -3.391
H -0.461 -6.271 -2.517
H -0.913 -8.460 -1.482
H -2.990 -8.807 -0.181
H -4.619 -6.962 0.047
H -4.166 -4.777 -0.980
C 2.224 -1.970 -3.521
O 3.123 -0.925 -3.188
C 3.287 -0.429 -1.923
O 3.931 0.595 -1.847
C 2.641 -1.104 -0.779
C 2.611 -2.581 -0.694
As 4.161 -3.812 -0.619
C 5.291 -2.971 -1.974
C 4.444 -2.740 1.036
C 4.818 -1.432 0.949
As 3.339 -0.145 0.926
C 2.025 -0.995 2.145
C 6.157 -1.196 0.315
O 6.913 -2.128 0.161
O 6.648 0.024 0.032
C 6.068 1.263 0.426
C 3.693 -3.349 2.157
O 2.787 -4.142 2.043
O 4.112 -3.067 3.413
C 5.353 -2.411 3.703
C 1.398 -3.124 -0.368
O 0.335 -2.361 -0.147
O 1.198 -4.438 -0.303
C 0.216 -4.888 0.644
H 2.018 -1.850 -4.584
H 1.285 -1.907 -2.966
H 2.658 -2.952 -3.339
H 4.906 -3.325 -2.933
H 6.306 -3.339 -1.847
H 5.312 -1.885 -1.978
H 2.443 -0.918 3.150
H 1.811 -2.035 1.923
H 1.083 -0.431 2.181
H 6.852 2.000 0.267
H 5.800 1.252 1.485
H 5.204 1.510 -0.188
H 5.571 -2.665 4.737
H 5.260 -1.330 3.604
H 6.154 -2.763 3.055
H 0.260 -5.972 0.615
H -0.781 -4.546 0.369
H 0.479 -4.539 1.640
Te -1.757 1.152 0.678
Se 0.540 2.215 0.987
C 0.911 2.008 2.865
C -0.032 1.648 3.810
C 0.372 1.565 5.137
N 1.608 1.819 5.555
C 2.497 2.175 4.632
C 2.206 2.289 3.281
H -1.051 1.414 3.531
H -0.344 1.281 5.900
H 3.501 2.381 4.987
H 2.973 2.581 2.577
```

## Properties
charge	0
molecular weight	1273.48	g mol⁻¹
E	-327488.373	eV

How is the electron density shared among the atoms? According to Mulliken, the charges in e are:
1 Hf 0.61
2 O -0.55
3 C 0.85
4 C -0.83
5 C -0.45
6 C -1.03
7 C -0.02
8 C -0.73
9 C 0.99
10 O 0.22
11 N -0.48
12 N 0.09
13 C -0.66
14 C -0.03
15 Br -0.11
16 C -0.38
17 C 0.12
18 C -0.32
19 C -0.56
20 C -0.43
21 C -0.74
22 C -0.14
23 H 0.32
24 H 0.29
25 H 0.39
26 H 0.41
27 H 0.32
28 H 0.10
29 H 0.36
30 H 0.50
31 H 0.46
32 H 0.31
33 H 0.41
34 H 0.40
35 H 0.40
36 H 0.45
37 C -0.63
38 O -0.36
39 C -1.31
40 O -0.59
41 C 2.22
42 C -0.06
43 As 0.09
44 C -1.13
45 C -0.18
46 C 1.04
47 As 0.35
48 C -1.25
49 C -0.10
50 O -0.58
51 O -0.37
52 C -0.63
53 C 0.27
54 O -0.52
55 O -0.36
56 C -0.67
57 C 0.76
58 O -0.76
59 O -0.42
60 C -0.55
61 H 0.37
62 H 0.06
63 H 0.34
64 H 0.39
65 H 0.47
66 H 0.23
67 H 0.68
68 H 0.36
69 H 0.19
70 H 0.32
71 H 0.31
72 H 0.24
73 H 0.31
74 H 0.20
75 H 0.35
76 H 0.22
77 H 0.12
78 H 0.38
79 Te -0.29
80 Se -0.11
81 C 0.55
82 C -0.03
83 C -0.48
84 N -0.62
85 C -0.50
86 C -0.34
87 H 0.27
88 H 0.38
89 H 0.40
90 H 0.43

# 4
Computed, not measured: a gas-phase ion, C2H6N3O (charge +1), with the ωB97M-V functional and the def2-TZVPD basis.

Structure (XYZ):
```
12
Properties=species:S:1:pos:R:3
C 1.541 -0.734 -0.124
C -0.358 0.152 0.509
N 1.627 0.736 -0.353
N 0.591 1.256 -0.027
N -1.601 0.429 -0.173
O 0.129 -1.092 0.066
H 1.900 -1.284 -1.074
H 2.151 -1.091 0.723
H -0.378 0.171 1.542
H -2.238 1.053 0.403
H -1.956 -0.529 -0.381
H -1.407 0.932 -1.110
```

## Properties
charge	+1
SMILES string	[NH3+][C@@H]1N=NCO1
molecular weight	88.09	g mol⁻¹
E	-8679.818	eV

How is the electron density shared among the atoms? According to Mulliken, the charges in e are:
1 C -0.26
2 C 0.00
3 N -0.07
4 N -0.24
5 N -0.30
6 O -0.37
7 H 0.26
8 H 0.31
9 H 0.50
10 H 0.38
11 H 0.36
12 H 0.42

# 5
Computed, not measured: a single C3H8NO2P molecule, with the ωB97M-V functional and the def2-TZVPD basis.

Structure (XYZ):
```
15
Properties=species:S:1:pos:R:3
C -1.491 0.494 -1.785
C -0.467 0.560 -0.868
C 0.450 0.251 1.400
N -0.549 0.962 0.471
O 2.032 -1.685 0.026
O 0.853 -2.396 2.218
P 0.520 -1.702 0.760
H -1.188 0.330 -2.777
H -2.354 1.047 -1.452
H 0.629 0.277 -1.165
H 1.365 0.722 1.183
H 0.212 0.416 2.405
H -1.504 0.923 0.799
H 2.520 -1.596 0.846
H 0.095 -2.993 2.476
```

## Properties
charge	0
SMILES string	C=CNCP(O)O
molecular weight	121.08	g mol⁻¹
E	-18113.570	eV

How is the electron density shared among the atoms? According to Mulliken, the charges in e are:
1 C -0.99
2 C 0.08
3 C -0.70
4 N -0.41
5 O -0.44
6 O -0.50
7 P 0.37
8 H 0.31
9 H 0.27
10 H 0.32
11 H 0.32
12 H 0.45
13 H 0.26
14 H 0.31
15 H 0.34

# 6
Computed, not measured: a single C4H4FP molecule, with the ωB97M-V functional and the def2-TZVPD basis.

Structure (XYZ):
```
10
Properties=species:S:1:pos:R:3
C 0.633 0.356 1.466
C 0.363 -0.898 1.271
C -0.641 0.239 -1.205
C -0.255 1.300 -0.564
F -0.177 2.618 -0.925
P -0.633 -1.323 -0.330
H 0.711 1.222 1.963
H 0.562 -1.818 1.931
H -0.762 0.193 -2.348
H 0.200 -1.888 -1.258
```

## Properties
charge	0
molecular weight	102.05	g mol⁻¹
E	-16213.045	eV

How is the electron density shared among the atoms? According to Mulliken, the charges in e are:
1 C -0.33
2 C -0.23
3 C -0.24
4 C 0.01
5 F -0.20
6 P -0.06
7 H 0.42
8 H 0.31
9 H 0.31
10 H 0.03